Record 1
{
  "formula": "C25H26NO",
  "method": "ωB97M-V/def2-TZVPD",
  "charge": 1,
  "gap_ev": 4.487,
  "spin_multiplicity": 1,
  "species": ["C", "C", "N", "C", "C", "C", "C", "C", "C", "C", "C", "C", "C", "C", "C", "O", "H", "H", "H", "H", "H", "H", "H", "H", "H", "H", "H", "H", "H", "H", "H", "C", "C", "C", "C", "C", "C", "C", "C", "C", "C", "C", "H", "H", "H", "H", "H", "H", "H", "H", "H", "H", "H"],
  "positions_angstrom": [[1.351, -0.730, -2.646], [1.418, 0.713, -2.202], [0.208, 1.144, -1.660], [-0.064, 2.409, -1.142], [-1.491, 2.665, -0.725], [-2.144, 3.826, -1.030], [-3.597, 4.053, -0.795], [-4.409, 2.757, -0.544], [-3.623, 1.624, 0.017], [-4.322, 0.520, 0.490], [-3.642, -0.573, 1.018], [-2.245, -0.527, 1.156], [-1.537, 0.547, 0.628], [-2.208, 1.604, -0.016], [0.913, 3.332, -1.007], [2.429, 1.395, -2.314], [0.419, -0.900, -3.195], [2.184, -0.933, -3.328], [1.400, -1.394, -1.771], [-0.579, 0.534, -1.898], [-1.568, 4.646, -1.450], [-3.757, 4.703, 0.082], [-4.038, 4.586, -1.646], [-5.231, 2.986, 0.150], [-4.891, 2.442, -1.482], [-5.410, 0.536, 0.437], [-4.192, -1.448, 1.361], [-1.708, -1.334, 1.659], [-0.446, 0.595, 0.703], [0.594, 4.334, -0.697], [1.947, 3.112, -1.240], [1.490, -3.955, 0.903], [0.410, -4.618, 1.820], [-0.140, -3.458, 2.603], [0.510, -2.279, 2.256], [1.467, -2.498, 1.243], [2.498, -1.611, 0.798], [2.543, -0.277, 1.259], [3.544, 0.594, 0.829], [4.561, 0.140, -0.017], [4.566, -1.194, -0.454], [3.554, -2.057, -0.059], [2.494, -4.377, 1.070], [1.247, -4.129, -0.154], [-0.345, -5.087, 1.178], [0.851, -5.398, 2.456], [-0.907, -3.572, 3.364], [0.275, -1.301, 2.668], [1.796, 0.049, 1.983], [3.533, 1.627, 1.182], [5.343, 0.829, -0.350], [5.373, -1.552, -1.095], [3.576, -3.101, -0.398]]
}

=====

Record 2
{
  "formula": "H8O3S2",
  "method": "ωB97M-V/def2-TZVPD",
  "charge": 1,
  "gap_ev": [11.029, 7.035],
  "spin_multiplicity": 2,
  "species": ["S", "S", "H", "H", "H", "H", "O", "H", "H", "O", "H", "H", "O"],
  "positions_angstrom": [[2.165, -0.695, -0.188], [0.593, -1.485, 0.722], [1.601, 0.337, -0.964], [0.028, -0.409, 1.412], [-0.727, 0.875, -1.938], [-0.313, 1.309, -0.524], [-0.145, 1.464, -1.466], [-2.993, 1.755, -1.360], [-3.946, 0.622, -0.902], [-3.104, 1.049, -0.729], [-1.423, 1.823, 1.602], [-1.802, 0.526, 0.904], [-1.043, 1.015, 1.257]]
}

=====

Record 3
{
  "formula": "C5H7N5",
  "method": "ωB97M-V/def2-TZVPD",
  "gap_ev": [6.355, 8.609],
  "spin_multiplicity": 1,
  "species": ["C", "C", "C", "C", "C", "N", "N", "N", "N", "N", "H", "H", "H", "H", "H", "H", "H"],
  "positions_angstrom": [[-2.603, 1.079, 0.308], [-1.968, 0.130, 1.071], [-1.724, 1.305, -0.787], [2.003, -0.410, 0.494], [1.506, -0.376, -0.952], [-0.767, -0.226, 0.599], [2.188, 0.957, 0.780], [2.029, 1.928, 0.258], [-0.653, 0.504, -0.527], [0.409, 0.518, -1.199], [-3.616, 1.464, 0.253], [-2.325, -0.442, 1.787], [-1.746, 1.761, -1.733], [1.345, -0.940, 1.160], [2.908, -0.937, 0.704], [2.317, 0.039, -1.572], [1.284, -1.410, -1.206]]
}